{"formula": "CH4O2S", "method": "ωB97M-V/def2-TZVPD", "elements": ["C", "O", "O", "S", "H", "H", "H", "H"], "xyz": [[-0.58089, -0.74203, 0.15803], [0.53524, 1.44969, -1.20430], [1.50544, -0.18923, 1.26469], [1.07976, -0.03845, -0.09890], [-0.42778, -1.84861, 0.22190], [-1.25287, -0.50519, -0.56800], [-0.85275, -0.27393, 1.01271], [-0.00614, 2.14774, -0.78612]], "atomic_forces_ev_per_a": [[2.627, -1.919, -1.401], [0.389, -1.105, 2.301], [0.930, 1.414, 1.814], [-1.288, -0.421, -3.670], [-0.161, 1.047, 0.269], [-1.715, 0.537, -2.363], [-0.967, 0.901, 3.042], [0.184, -0.454, 0.008]], "mulliken_charge": [-0.856, -0.599, -0.465, 0.645, 0.285, 0.358, 0.327, 0.305], "total_charge": 0, "total_energy_ha": -589.0810, "de_lowest_kj_mol": 228.23, "e_lumo_ev": -0.041, "max_force_ev_per_a": 3.91, "orbital_gap_ha": 0.3634}